DFT (the ωB97M-V functional and the def2-TZVPD basis) results for a single C5H11NO molecule.

Computed properties:
* largest force on an atom: 0.34 eV/Å
* Kohn-Sham gap: 10.66 eV
* HOMO: -9.7 eV
* molar mass: 101.15 g/mol
* SMILES: CC[C@@H](C)NC=O

Last column: Mulliken charge in e.
Positions of all 18 atoms, in Å:
C: -1.8974 -0.6105 -1.0677  -1.17
C: -1.3042 0.2671 0.0315  -0.84
C: 0.2204 0.4045 -0.0082  0.53
C: 0.7303 1.4715 0.9870  -1.36
N: 0.8371 -0.8991 0.2208  -0.12
C: 2.1373 -1.1346 -0.0821  -0.12
O: 2.8829 -0.3235 -0.5971  -0.54
H: -1.6771 -0.1955 -2.0578  0.31
H: -1.5001 -1.6311 -1.0421  0.30
H: -2.9861 -0.6724 -0.9661  0.35
H: -1.7277 1.2756 -0.0480  0.35
H: -1.6027 -0.1077 1.0226  0.37
H: 0.5158 0.6969 -1.0230  0.31
H: 1.3279 2.2306 0.4734  0.27
H: -0.0999 1.9744 1.4969  0.42
H: 1.3640 1.0226 1.7565  0.32
H: 0.3234 -1.6072 0.7234  0.26
H: 2.4560 -2.1617 0.1801  0.35

DFT (the ωB97M-V functional and the def2-TZVPD basis) results for a molecular structure, BaCrF7Mn in a non-equilibrium geometry.

Computed properties:
* largest force on an atom: 4.09 eV/Å
* Kohn-Sham gap (spin up / spin down): 7.64 / 7.64 eV
* 2S+1: 9
* HOMO (spin up / spin down): -10.0 / -10.0 eV
* molar mass: 377.25 g/mol
* ⟨S²⟩: 20.04

Last column: Mulliken charge in e.
Positions of all 10 atoms, in Å:
Cr: 0.5739 1.3591 0.8866  1.42
Ba: -2.4759 0.4819 -1.4233  1.83
Mn: 0.7845 -2.3838 -0.8903  1.33
F: -1.3643 1.3220 1.8063  -0.66
F: -0.4051 2.5401 -0.6206  -0.70
F: -0.5696 -2.9829 0.7856  -0.72
F: 1.1340 0.2064 2.4715  -0.62
F: -0.1023 -1.5323 -2.6531  -0.78
F: 2.4228 1.2466 -0.1426  -0.66
F: 0.0019 -0.2573 -0.2201  -0.43

DFT (the ωB97M-V functional and the def2-TZVPD basis) results for a molecular structure, C36H54CaClO22 in a non-equilibrium geometry.

Computed properties:
* largest force on an atom: 7.30 eV/Å
* Kohn-Sham gap: 6.87 eV
* charge: +1
* HOMO: -11.3 eV
* molar mass: 914.34 g/mol

Last column: Mulliken charge in e.
Positions of all 114 atoms, in Å:
Ca: 0.8370 4.2893 -0.0841  1.73
Cl: 0.3436 0.2112 0.1632  0.60
O: 1.2990 -0.3705 1.0246  -0.49
O: -0.9858 -0.0974 0.5916  -0.22
O: 0.5899 1.5917 0.2747  0.10
O: 0.4083 -0.2812 -1.1460  -0.62
O: 3.0274 3.5442 0.5173  -0.38
C: 3.9901 2.8268 0.6742  -0.14
O: 5.2323 3.4267 0.8282  -0.35
C: 6.2494 2.5497 0.4477  -0.55
C: 5.5921 1.1625 0.1545  -0.77
C: 4.1226 1.2952 0.5837  0.51
H: 6.7077 2.3292 1.4118  0.36
H: 6.7764 2.9398 -0.4230  0.33
H: 6.2051 0.2909 0.3838  0.31
H: 5.6228 1.1649 -0.9351  0.32
H: 3.9190 1.1150 1.6393  0.22
H: 3.5264 0.8702 -0.2237  0.14
O: 0.6893 3.3428 -2.1064  -0.37
C: 0.9312 3.2566 -3.2990  0.22
O: 0.7475 4.3096 -4.1192  -0.44
C: 0.8185 4.0187 -5.5878  -0.26
C: 1.5460 2.7057 -5.5852  -0.66
C: 1.4277 2.1160 -4.1479  0.02
H: 1.4080 4.8241 -6.0259  0.30
H: -0.1538 3.9622 -6.0772  0.24
H: 2.5690 2.7658 -5.9569  0.30
H: 1.0438 2.0455 -6.2923  0.32
H: 2.3440 1.6506 -3.7849  0.46
H: 0.7152 1.2985 -4.2575  0.00
O: -7.0956 -2.8406 2.3896  -0.65
C: -6.1480 -2.3872 1.6677  0.32
O: -6.3521 -1.6076 0.6465  -0.35
C: -5.2074 -1.4381 -0.0469  0.16
C: -4.0673 -2.2631 0.5577  0.74
C: -4.7121 -2.6838 1.8611  -0.31
H: -4.9619 -0.3779 0.0131  -0.01
H: -5.1699 -1.7157 -1.1003  0.08
H: -3.2317 -1.6117 0.8136  -0.56
H: -3.6660 -3.1017 -0.0114  0.18
H: -4.2107 -2.2758 2.7387  0.16
H: -4.6817 -3.7568 2.0501  0.28
O: -3.0576 3.5786 -4.7701  -0.67
C: -3.1124 2.9793 -3.6565  0.38
O: -2.1340 2.1824 -3.2437  -0.22
C: -2.4040 1.7406 -1.9171  1.21
C: -3.9071 1.7683 -1.8586  -0.18
C: -4.3076 3.0544 -2.7375  -0.64
H: -1.8379 2.2800 -1.1578  -0.16
H: -1.9807 0.7464 -1.7739  -0.96
H: -4.0478 1.9491 -0.7929  0.45
H: -4.3176 0.8074 -2.1689  0.10
H: -4.1782 4.0158 -2.2403  0.26
H: -5.2963 2.9777 -3.1898  0.33
O: 6.8435 -3.8154 -1.2205  -0.63
C: 6.0401 -3.4372 -0.3431  0.46
O: 4.8312 -2.9201 -0.6155  -0.33
C: 4.0297 -2.7687 0.5722  0.72
C: 4.9642 -2.6188 1.6669  -0.42
C: 6.2424 -3.2372 1.1232  -0.49
H: 3.2838 -3.5072 0.8661  -0.18
H: 3.4892 -1.8288 0.4606  -0.12
H: 4.5466 -3.2039 2.4863  0.46
H: 4.9404 -1.5515 1.8872  -0.02
H: 6.5236 -4.2341 1.4626  0.29
H: 7.0220 -2.5026 1.3249  0.29
O: 0.8140 3.7226 2.1879  -0.47
C: 1.3106 3.5273 3.2931  0.19
O: 1.3659 4.3539 4.3707  -0.42
C: 2.3093 3.8258 5.3559  -0.50
C: 2.7685 2.5420 4.8101  -0.65
C: 1.8652 2.1741 3.6561  1.92
H: 1.7016 3.6876 6.2501  0.31
H: 3.0404 4.5800 5.6472  0.34
H: 2.7786 1.8419 5.6454  0.35
H: 3.7680 2.5260 4.3755  0.29
H: 1.0228 1.5393 3.9309  -0.24
H: 2.2263 1.6629 2.7637  -1.24
O: -1.5270 -1.6122 4.6068  -0.54
C: -1.7812 -0.4338 4.5306  0.59
O: -1.2424 0.4291 5.4349  -0.40
C: -1.7410 1.7180 5.2517  -0.17
C: -2.5968 1.6827 3.9932  -0.29
C: -2.9320 0.2085 3.7387  0.24
H: -0.8310 2.3177 5.2352  -0.09
H: -2.1218 2.0226 6.2266  0.27
H: -1.9490 2.0376 3.1917  -0.17
H: -3.4373 2.3702 4.0885  0.51
H: -3.0538 0.1066 2.6603  -0.28
H: -3.8319 -0.0467 4.2984  0.38
O: -1.3510 -3.1956 -5.9129  -0.65
C: -2.0482 -2.6740 -5.0472  0.30
O: -1.6693 -2.5645 -3.7753  -0.29
C: -2.5879 -1.8761 -3.0439  0.68
C: -3.3716 -1.1520 -4.1318  -0.20
C: -3.4112 -2.1293 -5.2550  -0.41
H: -1.9524 -1.3204 -2.3543  -0.30
H: -3.2395 -2.5370 -2.4724  -0.15
H: -2.8386 -0.2234 -4.3361  0.04
H: -4.4129 -0.9494 -3.8811  0.31
H: -3.4793 -1.7617 -6.2789  0.32
H: -4.0812 -2.9629 -5.0448  0.30
O: -0.9623 -4.0087 3.0149  -0.54
C: -0.7480 -4.3284 1.8744  0.43
O: -1.3255 -5.4029 1.2479  -0.40
C: -1.0186 -5.5149 -0.1062  -0.39
C: 0.2797 -4.6088 -0.3055  -0.78
C: 0.1977 -3.6220 0.8368  0.84
H: -1.8610 -5.2577 -0.7482  0.16
H: -0.6705 -6.4496 -0.5457  0.38
H: 0.3537 -4.3437 -1.3601  0.59
H: 1.0903 -5.3028 -0.0835  0.30
H: -0.2055 -2.6791 0.4673  -0.71
H: 1.1663 -3.4673 1.3123  0.02